# C32H68NO14

A cluster of 10 separate species, C32H68NO14 in total in a non-equilibrium geometry (ωB97M-V with the def2-TZVPD basis set, OMol25).

Last column: Mulliken charge in e.
Element x y z (Å)
C: 0.6900 -1.6604 3.9897  -0.398
H: -6.5991 -0.4173 -1.7771  0.225
H: -0.3431 -4.3231 2.1969  0.297
H: -7.3552 -0.7478 -0.3563  0.465
C: -3.8875 -1.8997 1.0649  -0.016
H: -3.0923 -2.4450 0.3056  -0.157
H: -2.4810 5.1728 2.0377  0.346
H: 2.6276 0.2410 4.7603  0.474
O: -4.9908 -1.3275 0.4052  -0.215
C: 0.7462 -0.1364 4.0886  0.892
H: -0.0041 -0.1644 0.0035  -0.261
C: 1.5675 3.3717 -3.2457  -0.623
H: 0.7478 0.4822 1.2289  -0.341
H: -7.5523 -1.8621 -1.6605  0.333
H: 5.2406 2.6647 4.2779  0.220
H: 4.0505 -1.8570 3.1622  0.571
H: -3.1363 -2.8494 -5.0561  0.307
H: -3.2348 1.8986 4.2704  0.142
C: -0.5740 -6.2978 1.7422  -1.364
H: -3.8453 -0.6396 2.7108  0.482
H: -2.5559 -4.3973 -4.5588  0.364
C: 3.2841 -2.8057 -5.5192  -1.251
H: 2.1384 2.8162 -2.5132  -0.038
H: -2.7997 0.1399 1.5739  -0.015
H: -4.1873 -2.7832 1.7063  0.453
H: 1.1974 -3.8977 -2.1582  0.284
O: -0.0026 -4.5518 0.1564  -0.281
O: 3.0153 0.0344 1.3144  -0.071
O: 4.9070 0.5625 2.5391  -0.360
C: -3.0208 3.0499 2.2590  0.603
H: 6.5540 2.0761 3.1799  0.332
H: -2.2810 -1.3555 2.3139  0.032
H: 5.5264 -2.0293 2.2096  0.301
H: 2.1667 4.3907 -3.4447  0.341
O: -0.1958 0.5889 3.3487  -0.355
H: 2.2372 -0.8742 -4.9245  0.235
C: -0.6242 4.7605 -3.2834  -1.145
H: 6.0543 3.6812 2.9599  0.406
C: 0.7072 4.1895 1.7298  -1.485
C: -3.1443 -0.7694 1.9361  -0.618
H: 2.6268 -3.0120 -6.2855  0.425
H: 3.9447 -2.4140 1.5814  0.308
H: -0.2407 -2.0758 3.5791  -0.067
H: -0.2586 4.4252 1.4754  0.325
H: 1.5794 -2.3149 -4.1916  -0.253
O: -3.7603 -1.6998 -2.8875  -0.226
H: -0.3774 -6.4835 2.7452  0.443
C: -2.4797 -3.3217 -4.1161  -1.450
H: -4.0523 0.6853 -3.4865  0.212
O: -0.3490 2.7564 -1.7746  -0.344
H: 1.0042 0.8779 -0.3959  -0.061
H: 2.3277 6.0292 0.6552  0.407
O: -5.7865 -3.3466 -0.2982  -0.624
H: -3.0517 4.4662 0.5365  0.169
H: 1.4184 5.8419 -0.9160  0.339
H: 5.3378 -0.6032 -2.0209  0.446
C: 4.3490 -0.3647 -1.6579  -1.631
C: 0.4335 -3.1814 -1.7123  -1.056
C: 4.6367 1.9655 2.3204  -0.111
H: 0.5315 -2.3008 -2.0148  0.137
H: -0.2965 4.7370 -4.3136  0.403
O: -1.7559 -0.8992 -1.8565  -0.234
H: 1.0183 -4.6312 1.8058  0.541
H: -1.6023 4.5119 -3.2346  0.343
C: 1.7060 0.5247 5.0804  -1.725
H: -1.4987 -2.9813 -4.1916  0.327
C: 4.4041 -1.7592 2.2628  -1.620
H: -4.1477 0.5438 -1.3231  0.037
H: 0.5293 -2.1853 4.9966  0.434
C: -3.5185 0.6298 -2.3546  -0.650
H: 0.9904 5.1100 2.2935  0.492
H: 1.7351 2.7723 -4.3625  0.310
H: 0.6517 3.4025 2.2494  0.297
O: -2.0324 2.3734 1.7255  -0.142
H: -3.0480 -3.4602 -2.2486  0.158
C: 0.0570 -4.8869 1.4404  -0.379
O: 3.4655 -1.6271 -3.4231  -0.316
H: 4.3038 -2.5037 -5.7280  0.318
H: -4.3065 4.7040 1.7266  0.495
C: 0.1838 3.5107 -2.7162  0.461
N: 0.3198 0.7360 0.3095  1.706
H: -4.0647 3.6154 3.9935  0.423
C: -6.7892 -1.2947 -1.0262  -1.262
C: -2.9369 -0.7771 -2.2848  0.307
C: -3.3286 4.4811 1.7391  -1.229
H: -0.4615 -3.6424 -1.8645  0.498
H: 4.5746 2.2410 1.3359  0.378
H: 1.4431 -1.9425 3.2881  -0.012
H: -0.3450 5.5791 -2.5313  0.247
C: -5.8561 -2.0924 -0.1968  0.860
H: 1.5308 0.1473 6.0823  0.373
H: 1.7096 1.5174 5.0553  0.442
O: 2.3122 0.1487 -2.5497  -0.408
O: 0.6876 -2.4676 0.5716  -0.050
H: -1.7118 -6.1856 1.4585  0.236
H: -4.3372 -3.4755 -3.3710  0.565
C: 3.2616 -0.6260 -2.5547  0.785
O: 2.2027 2.9919 0.2343  -0.492
H: 2.9702 5.2294 -0.8851  0.265
H: 4.3280 0.4667 -1.0742  0.488
C: 0.4436 -3.3777 -0.2159  0.493
C: 5.7232 2.7042 3.1866  -1.225
H: -0.0692 -6.8917 1.0817  0.378
C: 2.0259 5.4529 -0.3008  -1.307
H: 3.7003 2.1139 2.7735  0.166
C: 2.6084 -1.9206 -4.5638  0.492
C: -3.4690 -3.0629 -3.0840  -0.108
C: -3.8837 2.6518 3.4298  -1.098
H: 3.2597 -3.7058 -4.7938  0.250
H: 4.1504 -0.9987 -0.8847  0.358
H: -0.4956 1.4490 0.3036  0.010
H: -4.6822 2.0506 3.0782  0.303
H: -2.7756 1.3192 -2.1694  0.265
C: 1.6698 4.0667 0.5500  1.119
C: 4.0617 -0.3455 1.9413  0.735

Atomic forces in eV per Å
C -1.99 0.12 1.47
H 1.32 -1.73 1.45
H -2.67 2.72 0.86
H -1.62 1.11 1.71
C 3.37 -1.15 -0.27
H -2.09 1.64 1.32
H -1.67 -0.41 0.44
H 3.09 -1.17 -0.60
O 0.54 0.86 0.80
C -6.27 3.43 -3.00
H -1.14 -0.85 -0.19
C 2.55 -0.11 -2.72
H -0.34 1.09 -0.56
H 1.30 0.02 1.32
H 1.49 0.36 -2.14
H -1.76 -1.20 5.34
H 2.30 -0.60 1.56
H -1.79 2.17 -2.77
C -1.83 4.04 -2.07
H -0.54 0.63 1.37
H 0.38 1.47 1.48
C 0.87 -1.77 4.14
H 0.25 -0.32 -0.03
H 0.33 1.43 -1.37
H 0.05 1.29 -0.45
H -0.73 0.95 0.44
O -0.89 0.07 -3.27
O 3.74 -1.47 2.17
O -0.64 -1.61 -1.44
C 4.22 -1.24 -2.44
H 1.58 -0.99 0.19
H -0.32 0.67 0.16
H -1.72 0.91 0.39
H -1.83 -1.96 0.54
O 6.10 -3.98 4.20
H 1.03 -1.59 0.11
C 4.15 -1.55 1.95
H -0.25 1.11 -0.57
C 3.08 6.55 -3.38
C -0.60 -4.80 -0.36
H -0.93 -0.40 -2.05
H -0.99 -0.72 -0.77
H 0.01 1.08 -0.71
H -2.39 0.49 -1.47
H 1.88 0.09 -0.45
O 0.67 2.43 1.09
H -0.01 -0.75 1.72
C -3.71 -1.25 -6.83
H 0.93 0.33 3.68
O 2.84 3.31 -4.49
H 1.18 1.28 -0.66
H -0.54 0.14 -2.08
O -0.11 3.59 1.16
H -0.68 -0.29 2.79
H -5.23 2.97 -3.86
H 0.15 -0.02 -0.25
C 2.18 -1.85 -1.03
C 2.31 -8.62 3.42
C 1.43 0.16 3.11
H 0.67 7.47 -2.31
H 0.13 1.30 -0.20
O -3.55 -1.22 -0.91
H 2.13 -1.24 0.10
H -3.25 -0.42 0.34
C -2.86 -3.55 -0.59
H 1.47 0.80 0.63
C 4.17 0.92 -4.67
H 0.40 0.86 -2.77
H 1.71 0.83 -1.01
C -3.87 -3.41 -0.46
H 0.15 -0.85 0.04
H -1.06 1.59 3.28
H 0.06 -6.15 4.24
O -4.73 2.78 2.53
H 0.29 -1.18 3.27
C 0.23 -2.79 3.55
O 0.29 -0.70 0.21
H -0.11 -0.05 -0.42
H -3.30 1.51 0.90
C -3.50 -1.28 3.26
N -1.62 -0.31 1.08
H -0.64 -1.36 -0.65
C -2.20 0.73 -3.37
C 3.20 0.44 -0.75
C 5.94 -2.09 -4.12
H -2.78 -0.82 -1.61
H 0.11 0.28 -2.60
H 1.02 -0.83 0.09
H -0.37 -0.66 -1.79
C 0.68 -4.31 -3.56
H -0.03 -0.16 0.09
H -0.59 4.21 -0.14
O -0.30 -1.38 -0.45
O 0.07 -0.97 -0.24
H 2.25 -0.56 0.79
H -3.11 -1.61 -0.50
C -1.79 2.32 -2.04
O -1.04 2.45 0.96
H -0.96 0.12 0.84
H -0.39 3.27 0.53
C 0.37 3.18 0.03
C -3.42 -1.49 2.20
H 0.82 -2.47 -1.40
C 6.67 -5.01 7.23
H -1.44 0.55 0.26
C -3.76 4.36 1.33
C 3.06 1.51 0.77
C 3.97 -0.93 3.12
H 0.88 0.45 -1.83
H -0.16 -2.70 2.30
H 1.85 -1.26 0.24
H -1.26 -0.14 -0.05
H 1.64 1.49 0.01
C 0.27 -0.71 -2.51
C -2.47 3.13 -1.34

strongest force on any atom = 11.039 eV Å⁻¹
Kohn-Sham gap = 0.371 hartree
electronic energy = -2367.5456 Ha
LUMO level = -1.68 eV
charge = +1
ΔE to the lowest compared entry with this formula, charge and spin = 215.3 kJ/mol